A molecular structure, C4H9FO2Ru in a non-equilibrium geometry, computed with ωB97M-V/def2-TZVPD.

Values from the calculation:
* multiplicity: 6
* net charge: +1
* maximum force: 3.03 eV/A
* orbital gap (spin up / spin down): 8.850 / 6.997 eV
* expectation value of S²: 8.761

The geometry in XYZ format:
```
17
C4H9FO2Ru | the OMol25 dataset | ωB97M-V/def2-TZVPD
Ru -0.472 0.160 0.664
H -2.857 1.480 -0.667
H -4.013 1.550 0.786
H -2.706 2.744 0.503
H 1.383 -1.302 2.176
O -0.329 -0.081 -1.186
H 1.538 0.309 -2.012
H 0.773 -1.207 -2.518
C 1.347 -0.374 1.566
C -3.004 1.696 0.393
H 2.609 -1.742 -1.162
C 0.908 -0.531 -1.648
O 2.256 -0.554 0.440
C 1.743 -1.314 -0.629
H 1.828 0.397 2.193
F -2.151 0.932 1.336
H 1.145 -2.162 -0.238
```

C4H7BrNO2P in the gas phase in a non-equilibrium geometry, computed with ωB97M-V/def2-TZVPD.

Values from the calculation:
* maximum force: 4.16 eV/A
* orbital gap: 9.195 eV
* SMILES string: O=C1NCC[C@H]1P(O)Br

The geometry in XYZ format:
```
16
C4H7BrNO2P | the OMol25 dataset | ωB97M-V/def2-TZVPD
H -3.939 -0.520 -0.139
H 2.714 0.563 0.284
H 1.114 1.396 1.523
C 1.757 0.415 -0.312
C 0.466 -1.497 0.343
Br -1.701 1.464 -2.104
H 1.600 -1.399 -1.462
H -0.648 -0.298 1.746
H 1.660 0.907 -1.332
P -1.826 -0.263 -0.619
C -0.411 -0.187 0.635
C 0.552 1.087 0.572
N 1.588 -1.064 -0.492
H 0.137 2.079 0.192
O 0.170 -2.618 0.795
O -3.235 -0.067 0.369
```

3 unconnected molecules or ions with the total composition C12H32N4O4P in a non-equilibrium geometry, computed with ωB97M-V/def2-TZVPD.

Values from the calculation:
* net charge: -1
* maximum force: 1.17 eV/A
* orbital gap: 4.755 eV

The geometry in XYZ format:
```
53
C12H32N4O4P | the OMol25 dataset | ωB97M-V/def2-TZVPD
H 0.067 -1.645 0.421
H 3.034 -1.672 2.408
C -1.762 -1.511 2.360
N 3.821 -3.577 2.257
O -3.633 -3.441 2.069
H -0.367 8.361 -2.391
P -2.007 -3.187 2.169
H 1.379 -0.749 1.166
H 3.370 -4.560 0.173
C -0.289 0.574 -2.336
H -2.772 2.245 -0.595
O -1.358 5.136 -2.408
C -2.031 2.124 -1.386
H 1.054 -3.315 2.543
H -2.744 -0.249 -2.123
C 2.922 -2.522 1.736
H -1.595 7.627 -3.436
H 3.269 -2.192 0.753
H -2.166 -1.009 1.468
H -2.556 2.185 -2.346
H 0.472 1.356 -2.306
H 1.289 -3.539 0.803
H 1.139 5.030 -3.328
H -1.325 2.948 -1.333
H 1.423 6.778 -3.378
H -0.278 -0.003 2.460
O -2.292 -0.277 -1.275
O -1.582 -3.677 0.623
C 0.650 -1.556 1.335
C 3.452 -4.922 2.126
N -1.338 -4.141 3.226
H 4.101 -3.386 3.204
H 0.065 6.103 -1.372
N 3.428 -5.358 0.792
N 3.224 -5.750 3.063
H -2.184 -4.378 0.369
C -1.085 7.543 -2.471
H 0.198 6.041 -4.424
H -0.761 0.589 -3.324
C -0.291 -1.101 2.473
H -1.795 5.174 -3.265
H -1.835 7.659 -1.689
H -3.937 -2.963 1.294
H 2.602 -5.925 0.646
H 0.133 -1.382 3.443
C -0.400 6.190 -2.355
C -1.335 0.779 -1.249
H 0.199 -0.394 -2.213
C 0.658 6.002 -3.432
H 3.237 -5.272 3.957
C 1.436 -2.851 1.636
H -2.051 -4.653 3.732
H -0.856 0.713 -0.271
```

4 unconnected molecules or ions with the total composition H8O4, computed with ωB97M-V/def2-TZVPD.

Values from the calculation:
* maximum force: 0.59 eV/A
* orbital gap: 10.943 eV
* SMILES string: O.O.O.O

The geometry in XYZ format:
```
12
H8O4 | the OMol25 dataset | ωB97M-V/def2-TZVPD
H 15.586 2.193 -3.830
O 17.588 1.714 -6.259
O 18.280 0.433 -2.693
H 17.540 1.000 -6.895
H 18.059 -0.178 -3.396
O 15.800 1.538 -3.166
H 19.073 0.070 -2.299
H 16.695 1.269 -3.374
O 20.076 -1.075 -1.439
H 20.743 -1.706 -1.168
H 18.396 1.551 -5.774
H 19.263 -1.579 -1.458
```

C3H5FS in the gas phase in a non-equilibrium geometry, computed with ωB97M-V/def2-TZVPD.

Values from the calculation:
* maximum force: 4.21 eV/A
* orbital gap: 10.035 eV
* SMILES string: F[C@H]1C[C@@H]1S

The geometry in XYZ format:
```
10
C3H5FS | the OMol25 dataset | ωB97M-V/def2-TZVPD
C 0.230 -0.152 0.585
H -0.016 1.730 -0.824
C -0.600 -0.602 -0.551
H 2.681 0.244 0.616
H -0.246 -0.185 1.681
H -1.282 1.297 0.299
S 1.827 -0.679 -0.150
H -0.337 -1.401 -1.380
F -1.785 -1.079 0.084
C -0.472 0.826 -0.359
```

6 unconnected molecules or ions with the total composition C18H36Cl4O4 in a non-equilibrium geometry, computed with ωB97M-V/def2-TZVPD.

Values from the calculation:
* maximum force: 2.26 eV/A
* orbital gap: 9.966 eV
* SMILES string: C1CCOC1.C1CCOC1.C1CCOC1.C1CCOC1.ClCCl.ClCCl

The geometry in XYZ format:
```
62
C18H36Cl4O4 | the OMol25 dataset | ωB97M-V/def2-TZVPD
Cl -5.118 0.284 0.116
H -0.451 0.555 0.914
H 1.995 -1.486 -2.030
C 0.325 -2.717 -2.160
H 1.691 1.103 4.875
H -0.996 1.413 7.718
H 0.688 2.468 4.655
H 1.836 -2.299 -3.650
C 0.165 -4.237 -2.136
H -1.008 2.540 -3.913
H 1.803 1.280 -3.811
C 1.160 0.566 -4.338
C 1.411 1.505 0.203
H 0.959 -3.831 1.319
H -0.710 -0.439 -3.710
H 2.107 3.485 0.877
H 3.065 -4.219 -2.764
H 0.177 -2.380 -1.137
C 0.665 1.440 5.033
H 2.255 0.922 0.572
H -0.639 -4.643 -1.527
H -0.466 -2.278 -2.771
O 1.413 -4.578 -1.528
H 0.078 -4.625 -3.156
H -0.915 0.917 3.602
H -0.173 0.980 -2.679
Cl -3.455 0.050 2.480
H 0.066 2.859 -5.950
C -1.485 0.690 5.644
C -0.285 1.845 -5.775
H -1.674 -0.260 6.145
C -0.263 0.550 -3.677
H -3.875 -1.540 0.989
H -1.279 3.080 0.970
H 0.379 1.804 1.958
H -2.092 1.327 -4.618
H -0.931 1.451 -6.561
C -1.050 1.613 -4.487
C 0.683 -2.854 1.709
C 1.687 3.000 -0.011
O 0.392 3.535 -0.162
C -0.620 2.614 0.234
H 1.260 1.097 -0.804
C -0.919 1.676 6.664
O 0.467 1.575 6.456
C -0.455 0.542 4.514
H -1.222 2.278 -0.614
Cl 1.640 -1.697 0.817
C -3.684 -0.486 0.811
H -2.448 1.116 5.354
H 3.099 -3.426 -1.180
H -0.115 -0.479 4.358
C 2.463 -3.701 -2.019
C 1.733 -2.392 -2.572
H 0.750 -2.793 2.791
H 1.709 -0.369 -4.374
H -2.796 -0.260 0.231
O 0.905 1.038 -5.656
H -1.231 2.693 6.397
Cl -1.049 -2.626 1.316
C 0.104 1.491 0.949
H 2.276 3.232 -0.899
```

2 unconnected molecules or ions with the total composition C3H6BrClO in a non-equilibrium geometry, computed with ωB97M-V/def2-TZVPD.

Values from the calculation:
* maximum force: 3.17 eV/A
* orbital gap (spin up / spin down): 8.633 / 8.595 eV

The geometry in XYZ format:
```
12
C3H6BrClO | the OMol25 dataset | ωB97M-V/def2-TZVPD
C 0.320 1.973 -0.909
Br 0.617 -1.515 -1.607
C 0.567 -0.475 -0.072
H -1.523 -0.543 0.134
Cl 2.079 -0.458 0.914
O -0.747 -2.022 1.326
H 0.786 2.616 -0.164
H -0.629 -0.242 1.889
C -0.646 -0.688 0.866
H -0.772 1.874 -1.001
H -0.641 -2.675 0.603
H 0.590 2.155 -1.979
```

2 unconnected molecules or ions with the total composition C3H10NO2 in a non-equilibrium geometry, computed with ωB97M-V/def2-TZVPD.

Values from the calculation:
* net charge: +1
* maximum force: 1.22 eV/A
* orbital gap: 11.390 eV

The geometry in XYZ format:
```
16
C3H10NO2 | the OMol25 dataset | ωB97M-V/def2-TZVPD
O -0.451 -0.365 1.837
N -0.019 0.118 -0.758
H 1.114 1.087 -2.246
H 2.917 -1.150 0.238
O 2.448 -0.319 0.397
H 2.764 -0.098 1.286
C -1.450 -0.051 -0.272
H -0.433 1.838 -1.914
H 0.499 0.568 -0.001
H -2.017 0.803 -0.624
H -1.861 -0.941 -0.754
H 0.425 -0.792 -0.849
H -0.335 0.298 -2.850
C 0.075 0.872 -2.026
C -1.459 -0.128 1.240
H -2.411 0.075 1.750
```